{
  "formula": "C52H51BCsFN14O5",
  "method": "ωB97M-V/def2-TZVPD",
  "species": ["Cs", "C", "C", "N", "N", "C", "B", "N", "C", "C", "C", "N", "N", "C", "C", "C", "N", "N", "C", "C", "C", "N", "H", "H", "H", "H", "H", "H", "H", "H", "H", "H", "H", "H", "C", "C", "C", "C", "C", "C", "C", "C", "N", "C", "O", "C", "C", "C", "C", "C", "N", "C", "O", "N", "C", "C", "C", "C", "C", "C", "C", "C", "H", "H", "H", "H", "H", "H", "H", "H", "H", "H", "H", "H", "H", "H", "H", "H", "H", "H", "H", "H", "H", "F", "C", "C", "C", "C", "O", "C", "C", "N", "C", "C", "C", "C", "C", "C", "N", "C", "C", "N", "C", "C", "C", "O", "O", "H", "H", "H", "H", "H", "H", "H", "H", "H", "H", "H", "H", "H", "H", "H", "H", "H", "H"],
  "coordinates": [[0.57913, -1.38312, -1.67190], [-1.61191, 3.56814, -3.15767], [-1.30474, 2.39454, -3.85684], [-0.01097, 2.14212, -3.79361], [0.53958, 3.11462, -3.06597], [-0.40068, 3.99280, -2.66582], [2.02769, 3.15436, -2.73330], [2.26989, 2.77475, -1.26516], [3.46277, 2.45393, -0.73819], [3.28480, 2.18692, 0.60002], [1.91316, 2.37614, 0.79509], [1.32403, 2.73765, -0.33170], [2.81430, 2.19542, -3.61027], [3.27460, 2.38598, -4.86029], [3.95392, 1.24788, -5.23419], [3.83909, 0.40050, -4.12687], [3.14884, 0.98214, -3.16711], [2.49789, 4.62154, -2.90734], [2.46375, 5.54957, -1.93353], [2.80462, 6.76480, -2.48616], [3.01470, 6.47113, -3.83731], [2.82200, 5.18540, -4.07007], [-2.57376, 4.01640, -3.01119], [-1.96249, 1.73580, -4.38801], [-0.14954, 4.85757, -2.07988], [4.35362, 2.44300, -1.33106], [4.02704, 1.89179, 1.31968], [1.33516, 2.28923, 1.70184], [3.10524, 3.31220, -5.37207], [4.46397, 1.04884, -6.15772], [4.24238, -0.58497, -3.98302], [2.18324, 5.29876, -0.92960], [2.89945, 7.71305, -1.99267], [3.28303, 7.13778, -4.63846], [3.04726, -2.62730, -6.10333], [3.61686, -3.24971, -4.87087], [4.97972, -3.38526, -4.71285], [5.51912, -3.92378, -3.55217], [4.67952, -4.35318, -2.53968], [3.30583, -4.25347, -2.65893], [2.41611, -4.70692, -1.56096], [2.74580, -3.68201, -3.83224], [1.42030, -3.48511, -3.90228], [0.58428, -3.85777, -4.84334], [0.80332, -4.78925, -5.63752], [-0.73898, -3.14946, -4.91627], [-1.48951, -3.45150, -6.05388], [-2.69907, -2.81926, -6.25567], [-3.10263, -1.90476, -5.30795], [-2.30399, -1.67485, -4.18518], [-1.14483, -2.28730, -3.98729], [-2.92484, -0.70037, -3.22758], [-3.72404, 0.13149, -3.69650], [-2.65498, -0.82027, -1.95116], [-3.40595, -0.19276, -1.00340], [-4.72367, -0.63209, -0.73276], [-5.28352, -1.76725, -1.53349], [-5.47945, 0.01008, 0.23021], [-4.96729, 1.08500, 0.94084], [-3.67044, 1.50414, 0.69053], [-2.87324, 0.87833, -0.25456], [-1.46607, 1.31010, -0.48952], [3.83620, -2.38271, -6.81306], [2.51212, -1.71543, -5.83832], [2.33545, -3.30676, -6.56948], [5.63647, -3.04923, -5.50463], [6.59161, -4.00739, -3.44111], [5.10152, -4.76080, -1.63211], [2.89253, -5.47699, -0.95997], [1.45984, -5.05806, -1.94042], [2.23555, -3.85277, -0.90771], [-1.09716, -4.17678, -6.75078], [-3.30952, -3.02861, -7.12629], [-4.02106, -1.34678, -5.39850], [-4.59612, -2.61292, -1.50643], [-5.38783, -1.46093, -2.57388], [-6.26002, -2.07368, -1.16215], [-6.49088, -0.32622, 0.42577], [-5.57780, 1.58489, 1.68524], [-3.26913, 2.35247, 1.23156], [-1.27979, 2.31269, -0.11191], [-1.23615, 1.28736, -1.55187], [-0.78340, 0.61488, 0.00047], [-4.06369, 0.31508, 3.80390], [-2.75586, -0.00539, 3.99300], [-2.00066, -0.44905, 2.93344], [-0.69269, -0.87901, 3.12905], [0.04043, -1.46713, 1.98043], [-0.50310, -1.59296, 0.89662], [1.36905, -1.92357, 2.32231], [1.83604, -1.83595, 3.57670], [1.14958, -1.26611, 4.62759], [1.71476, -1.27419, 5.93858], [3.16785, -0.97220, 6.13114], [2.13983, 0.02451, 6.57102], [-0.11975, -0.80628, 4.41522], [-0.88851, -0.28066, 5.46077], [-2.21084, 0.08937, 5.27327], [-2.92089, 0.55728, 6.41249], [-4.16128, 1.28776, 6.26040], [-4.41630, 1.99611, 7.61002], [-3.11362, 2.00831, 8.32256], [-2.76663, 0.64415, 8.79855], [-2.96178, -0.29002, 7.58284], [2.29745, -2.57763, 1.24619], [2.99085, -3.50085, 1.67082], [2.21891, -2.07251, 0.12383], [-2.42453, -0.49657, 1.94012], [2.80252, -2.25731, 3.81181], [1.27774, -2.03050, 6.58925], [3.75893, -0.72820, 5.26334], [3.69818, -1.53275, 6.88659], [2.03468, 0.91893, 5.97580], [1.97575, 0.17204, 7.62978], [-0.45110, -0.17840, 6.44132], [-5.01723, 0.64959, 6.00593], [-4.03457, 2.01278, 5.45583], [-5.14240, 1.46060, 8.22243], [-4.77493, 3.01373, 7.45826], [-3.07781, 2.70027, 9.07334], [-2.41934, 2.20945, 7.57936], [-3.40895, 0.36821, 9.63410], [-1.72848, 0.64841, 9.13356], [-3.91914, -0.82269, 7.65998], [-2.17030, -1.03504, 7.53217]],
  "s2": 0.778,
  "e_lumo_ev": [-0.79, -0.79],
  "total_charge": -1,
  "spin_multiplicity": 2,
  "e_above_lowest_ev": 1.674
}